The following is a quantum chemistry calculation of a molecular structure, C29H35BBrN4OSi2Ti, from OMol25.

Calculated values
LUMO level: -0.1568 Eh
Net charge: +1
HOMO-LUMO gap: 0.265 Eh
Strongest force on any atom: 0.048 Eh/bohr

Atoms and positions in Å:
Ti (-0.03069, 0.13375, 0.27537)
Br (-1.46912, -4.41536, 6.02821)
C (-0.87820, -3.20264, 4.69304)
C (-0.02426, -2.15441, 5.05242)
C (0.39276, -1.25278, 4.10710)
C (-0.03025, -1.35957, 2.76582)
O (0.36230, -0.50981, 1.86990)
C (-0.87511, -2.45029, 2.40296)
C (-1.17529, -2.67188, 1.03036)
N (-0.90175, -1.83066, 0.08041)
C (-1.06251, -2.21924, -1.25083)
C (-2.00505, -3.10298, -1.73937)
C (-2.02470, -3.43958, -3.09916)
C (-1.10167, -2.92688, -3.97073)
C (-0.12015, -2.02326, -3.51470)
C (0.88053, -1.47318, -4.34265)
C (1.81628, -0.64067, -3.78984)
C (1.73941, -0.32799, -2.42312)
N (0.79703, -0.78941, -1.62681)
C (-0.11498, -1.64780, -2.14712)
C (-1.28825, -3.36214, 3.39048)
H (0.30687, -2.06381, 6.07504)
H (1.04358, -0.43428, 4.37233)
H (-1.57663, -3.65824, 0.78045)
H (-2.75232, -3.53001, -1.08755)
H (-2.77618, -4.12874, -3.45221)
H (-1.10800, -3.20478, -5.01336)
H (0.89903, -1.72611, -5.39081)
H (2.60429, -0.21226, -4.38749)
H (2.49121, 0.30987, -1.97249)
H (-1.94015, -4.17992, 3.12475)
C (-3.98925, -1.09337, 1.13354)
Si (-3.41196, 0.51743, 0.26857)
C (-3.31399, 0.21048, -1.63193)
C (-4.87210, 1.71503, 0.56588)
C (-1.73073, 1.29904, 0.78272)
C (-1.36675, 2.24202, -0.28562)
C (-1.81943, 3.55266, -0.48084)
C (-1.32815, 4.29290, -1.53479)
C (-0.38693, 3.71742, -2.38631)
C (-0.02198, 2.40450, -2.16903)
N (-0.50470, 1.67405, -1.15965)
Si (-1.58377, 2.07702, 2.54043)
C (0.27094, 2.45921, 2.84736)
C (-2.52091, 3.72827, 2.80165)
C (-2.29432, 0.84941, 3.83275)
H (-5.06491, -1.16858, 1.00795)
H (-3.79140, -1.08919, 2.19854)
H (-3.55961, -1.99586, 0.71601)
H (-3.92007, -0.63720, -1.93771)
H (-2.29183, 0.03068, -1.97163)
H (-3.68381, 1.07682, -2.17361)
H (-5.78176, 1.30074, 0.14201)
H (-4.72506, 2.69060, 0.11618)
H (-5.05066, 1.85811, 1.62607)
H (-2.55199, 3.96653, 0.19085)
H (-1.67089, 5.30403, -1.70182)
H (0.04436, 4.28103, -3.19761)
H (0.67900, 1.91502, -2.83713)
H (0.68481, 3.06606, 2.04180)
H (0.86848, 1.55076, 2.90588)
H (0.41741, 3.00727, 3.77495)
H (-2.00156, 4.56843, 2.35318)
H (-2.60394, 3.93478, 3.86312)
H (-3.52995, 3.70130, 2.40635)
H (-2.19597, -0.19251, 3.54184)
H (-3.34513, 1.04680, 4.01186)
H (-1.78746, 0.96797, 4.78492)
B (4.22395, 1.05897, 0.00167)
C (2.73453, 1.16194, 0.24722)
N (1.56830, 1.19001, 0.36579)
H (4.79611, 1.90123, 0.61431)
H (4.50655, -0.04017, 0.38694)
H (4.38853, 1.18776, -1.17950)

Force components x, y, z for each atom (eV/Å):
-0.986 -0.152 -1.531
0.092 0.169 -0.219
-0.206 -0.220 0.067
-0.159 -0.192 -0.139
0.026 0.235 -0.694
-0.705 -1.706 1.620
0.475 0.092 0.736
0.559 0.744 0.403
0.159 -0.039 -0.069
0.025 0.131 0.457
-0.184 -0.570 -1.222
0.358 0.481 0.387
0.136 -0.025 -0.311
-0.149 -0.027 0.127
-0.042 0.124 0.467
0.092 0.169 0.309
-0.164 -0.205 -0.109
0.283 0.084 0.145
-0.165 0.200 0.216
-0.456 -0.644 -0.340
0.080 0.100 0.143
0.013 0.033 0.089
0.097 0.068 0.030
-0.001 0.184 -0.093
-0.060 -0.011 0.109
-0.058 -0.042 -0.048
-0.032 -0.048 -0.104
0.034 -0.021 -0.153
0.123 0.026 0.009
-0.070 0.051 -0.087
-0.045 -0.124 -0.051
0.493 0.595 -0.219
-0.894 -0.157 -0.454
0.192 0.106 0.732
0.767 -0.299 -0.022
-0.363 -0.453 0.526
-0.062 0.375 -0.810
0.052 -0.146 0.146
0.135 -0.222 -0.038
-0.072 -0.176 0.126
0.239 0.062 -0.349
-0.684 0.766 0.081
0.186 0.058 0.817
-0.643 -0.259 -0.055
0.314 -0.677 -0.440
0.362 0.382 -0.647
-0.213 0.094 -0.079
0.046 0.013 0.276
0.086 -0.137 -0.139
-0.122 -0.173 0.057
-0.097 -0.018 -0.066
-0.020 0.220 -0.039
-0.107 -0.191 -0.134
0.090 0.223 -0.109
-0.022 0.034 0.277
-0.049 0.041 0.112
-0.001 0.053 0.018
0.018 -0.053 -0.121
-0.032 0.034 0.087
-0.032 0.070 -0.044
0.000 0.077 0.017
-0.150 0.118 0.147
0.133 0.143 -0.104
0.084 -0.091 0.286
-0.259 -0.023 -0.109
0.008 -0.102 -0.041
-0.293 0.080 -0.051
0.162 0.087 0.180
0.482 -0.106 -0.052
-1.080 0.291 0.147
2.147 0.478 -0.034
0.085 0.282 0.231
0.079 -0.278 0.058
-0.030 0.016 -0.311

=====

The following is a quantum chemistry calculation of a molecular structure, C29H35CrN7P2, from OMol25.

Calculated values
Relative energy (zero: lowest compared OMol25 entry of this formula, charge and spin): 0.000 eV
LUMO level (spin up / spin down): -0.0147 / -0.0497 Eh
Net charge: 0
Expectation value of S²: 6.056
HOMO-LUMO gap (spin up / spin down): 0.288 / 0.262 Eh
2S+1: 5
Strongest force on any atom: 0.062 Eh/bohr

Atoms and positions in Å:
Cr (4.46426, 0.84736, 3.06717)
C (5.34467, 0.22271, 1.14538)
C (4.23019, 1.07381, 0.95740)
C (2.86364, 0.57866, 0.52404)
C (1.85300, 0.36028, 1.68250)
C (2.50373, -0.09066, 2.95526)
C (3.53116, -1.07675, 3.00587)
C (4.03640, -1.86323, 1.81868)
C (5.29550, -1.26933, 1.13187)
C (3.98798, 1.09359, 5.06415)
H (6.33864, 0.63974, 0.94056)
H (4.45034, 2.12837, 0.70832)
H (2.92957, -0.34512, -0.07252)
H (2.44614, 1.33573, -0.15593)
H (1.32481, 1.30802, 1.86614)
H (1.06944, -0.34820, 1.36755)
H (1.90827, 0.08255, 3.86552)
H (3.68680, -1.58085, 3.97637)
H (3.25509, -2.02470, 1.06429)
H (4.30664, -2.86637, 2.17762)
H (6.19322, -1.66525, 1.63194)
H (5.36494, -1.65193, 0.10078)
H (4.86822, 1.25488, 5.70666)
H (3.36439, 0.29334, 5.49113)
H (3.41026, 2.03481, 5.03148)
P (-3.55642, -0.39390, -0.25017)
P (-1.93574, 1.07357, -2.37051)
N (-3.49713, -1.99604, 0.45264)
N (-5.19564, -0.04812, 0.30984)
N (-0.84292, -0.03284, -3.17245)
N (-1.78981, 2.34045, -3.58016)
C (-3.91948, -0.86381, -2.01478)
C (-3.53681, 0.30119, -2.93941)
C (-2.32000, -2.50164, 1.02949)
C (-2.45869, -3.86917, 1.19964)
C (-3.75494, -4.23631, 0.69550)
C (-4.36142, -3.07309, 0.23295)
C (-5.44509, 0.91217, 1.30449)
C (-6.81539, 1.09011, 1.43131)
C (-7.44831, 0.21963, 0.48117)
C (-6.43417, -0.46623, -0.17982)
C (0.41954, -0.35711, -2.65281)
C (0.99080, -1.34871, -3.43757)
C (0.05142, -1.66719, -4.47277)
C (-1.05308, -0.84792, -4.28640)
C (-1.79603, 2.26817, -4.97834)
C (-2.03417, 3.53901, -5.49430)
C (-2.20711, 4.42672, -4.37391)
C (-2.06292, 3.67214, -3.22259)
H (-4.97078, -1.13460, -2.16746)
H (-3.31088, -1.75315, -2.23957)
H (-3.50662, -0.02503, -3.98705)
H (-4.27517, 1.11512, -2.86747)
H (-1.51769, -1.82164, 1.27096)
H (-1.72497, -4.53590, 1.63219)
H (-4.18490, -5.22714, 0.67790)
H (-5.32849, -2.92102, -0.22045)
H (-4.61431, 1.38319, 1.80715)
H (-7.31277, 1.77350, 2.11100)
H (-8.51115, 0.12453, 0.29016)
H (-6.49637, -1.20058, -0.97020)
H (0.77439, 0.14975, -1.76806)
H (1.96127, -1.80967, -3.28542)
H (0.15249, -2.41426, -5.25144)
H (-1.97360, -0.79692, -4.84837)
H (-1.61568, 1.33570, -5.48778)
H (-2.08353, 3.80478, -6.54042)
H (-2.41353, 5.48781, -4.41763)
H (-2.11335, 3.93361, -2.17762)
N (6.30101, 1.29315, 3.39772)
C (7.25503, 1.53874, 4.05924)
N (8.11262, 2.06151, 4.81330)
C (9.19608, 1.64014, 5.40508)
N (10.17717, 1.38587, 6.00101)

Force components x, y, z for each atom (eV/Å):
0.439 0.461 2.624
-1.142 1.411 -2.638
1.777 -1.101 -1.502
-0.670 -0.139 -0.126
0.043 0.624 -0.478
0.132 -2.655 0.161
-2.511 0.344 0.273
0.339 -0.411 -0.502
-0.057 -0.611 0.503
0.168 0.125 0.017
-0.476 0.035 0.677
-0.003 -0.544 0.396
0.238 0.361 0.208
0.111 -0.192 0.167
0.146 -0.229 0.056
0.198 0.019 0.121
0.684 0.131 -0.355
0.123 0.722 -0.405
0.031 0.164 0.327
-0.117 0.262 -0.057
-0.222 0.255 -0.053
-0.065 0.246 0.120
-0.339 -0.034 -0.192
0.114 0.345 0.013
-0.049 -0.140 0.265
-1.816 -1.519 0.993
0.568 0.244 -2.313
0.791 -0.844 -0.119
-0.420 1.009 0.019
0.597 -1.015 0.312
-0.614 0.932 -0.114
0.131 0.113 -0.034
0.028 0.247 0.257
-0.892 -0.652 -0.247
-0.319 0.795 -0.305
0.050 1.301 -0.222
0.946 -0.468 0.480
-0.834 -0.345 -0.548
0.804 -0.360 -0.367
1.196 -0.301 -0.211
-0.361 0.712 0.459
-0.314 -0.560 -0.831
-0.576 0.568 0.337
-0.628 0.812 0.491
0.751 -0.433 0.293
-0.253 1.087 0.207
0.097 -0.780 1.159
0.117 -0.813 0.350
0.122 -0.331 -1.064
0.358 -0.013 0.077
-0.052 0.246 0.125
-0.020 0.290 0.331
0.127 -0.168 -0.007
0.001 -0.096 0.016
-0.102 0.136 -0.027
0.010 0.122 0.011
0.107 -0.053 0.112
-0.089 -0.013 0.015
0.179 -0.175 -0.136
0.255 -0.064 0.076
-0.125 0.158 0.187
0.028 -0.040 -0.075
-0.234 0.169 -0.002
0.025 0.204 0.151
0.232 -0.072 0.046
0.042 0.110 0.050
0.058 -0.076 0.108
0.069 -0.161 0.039
-0.004 0.101 -0.043
1.897 0.318 0.594
-0.776 0.524 0.121
-0.384 -0.013 -0.473
2.094 -0.639 1.234
-1.758 0.356 -1.133

=====

The following is a quantum chemistry calculation of a molecular structure, C29H35EuF3N4O2P2, from OMol25.

Calculated values
LUMO level (spin up / spin down): -0.0342 / -0.0292 Eh
Net charge: 0
Expectation value of S²: 15.845
HOMO-LUMO gap (spin up / spin down): 0.213 / 0.234 Eh
2S+1: 8
Strongest force on any atom: 0.216 Eh/bohr

Atoms and positions in Å:
Eu (0.00000, 0.00000, 0.00000)
C (-0.20480, 0.32299, -8.98022)
C (0.74074, 0.87053, -8.20744)
C (1.06262, 2.31823, -7.94366)
C (-0.02183, 3.36108, -8.29369)
C (-1.31590, 3.14240, -7.54723)
C (-2.33372, 2.32916, -7.85356)
C (-2.51536, 1.39738, -9.02299)
C (-1.25251, 1.00913, -9.82339)
C (-1.33893, 0.07394, 1.62890)
H (-0.25347, -0.76613, -8.98809)
H (1.39180, 0.17619, -7.67476)
H (1.99140, 2.58089, -8.47420)
H (1.30269, 2.41391, -6.87534)
H (0.37186, 4.34800, -8.02346)
H (-0.18189, 3.38654, -9.37300)
H (-1.40958, 3.70809, -6.62001)
H (-3.17475, 2.32461, -7.15899)
H (-3.25410, 1.83123, -9.71516)
H (-2.98059, 0.47699, -8.64286)
H (-1.56527, 0.31965, -10.61651)
H (-0.84644, 1.88624, -10.33048)
H (-1.62898, -0.93767, 1.96726)
H (-2.25778, 0.63886, 1.36905)
H (-0.83385, 0.60020, 2.46601)
P (-0.82044, 1.94760, -0.92621)
P (1.45627, 0.04380, -1.79067)
N (-2.48228, 1.97344, -1.42317)
N (-0.77943, 3.46053, -0.04660)
N (0.94136, -0.84997, -3.19141)
N (3.12970, -0.39054, -1.61533)
C (0.10968, 2.36753, -2.49531)
C (1.53148, 1.78240, -2.44992)
C (-3.29020, 0.83081, -1.43016)
C (-4.47430, 1.15310, -2.06046)
C (-4.39578, 2.52975, -2.45756)
C (-3.16356, 3.01313, -2.06504)
C (-1.32225, 3.61794, 1.22984)
C (-0.84176, 4.80058, 1.75816)
C (0.04638, 5.37790, 0.79320)
C (0.07887, 4.53300, -0.29973)
C (0.19615, -2.02911, -3.07869)
C (-0.04861, -2.50776, -4.34999)
C (0.56041, -1.60177, -5.27864)
C (1.16221, -0.59461, -4.54963)
C (4.08818, -0.58583, -2.61250)
C (5.31915, -0.71759, -1.99891)
C (5.11809, -0.58838, -0.58502)
C (3.76853, -0.38991, -0.37109)
H (0.10671, 3.45764, -2.68286)
H (-0.47778, 1.88689, -3.30236)
H (2.02649, 1.83532, -3.43648)
H (2.17177, 2.32646, -1.72821)
H (-2.92114, -0.09384, -0.98033)
H (-5.31842, 0.47691, -2.21182)
H (-5.17127, 3.10792, -2.96585)
H (-2.70829, 4.00149, -2.14916)
H (-2.01363, 2.87356, 1.62783)
H (-1.11111, 5.21760, 2.73070)
H (0.59030, 6.31982, 0.88478)
H (0.63488, 4.60071, -1.23595)
H (-0.08749, -2.39230, -2.08954)
H (-0.61507, -3.41066, -4.59226)
H (0.55038, -1.67790, -6.36943)
H (1.72090, 0.28175, -4.87686)
H (3.79533, -0.65299, -3.66073)
H (6.26651, -0.90841, -2.50938)
H (5.88176, -0.65449, 0.19341)
H (3.18030, -0.25673, 0.53829)
F (3.41689, -3.00180, 2.78127)
C (2.06322, -3.18393, 2.56713)
F (1.88149, -4.23338, 1.68459)
F (1.44895, -3.48973, 3.76732)
C (1.47486, -1.92790, 2.01335)
O (1.54987, -0.81406, 2.70433)
O (0.88882, -1.92585, 0.83644)

Force components x, y, z for each atom (eV/Å):
1.034 -8.103 7.544
0.275 0.156 0.276
-0.295 -0.191 -0.224
-0.062 0.152 -0.094
0.120 -0.114 -0.005
-0.290 -0.271 -0.049
0.271 0.245 0.139
0.094 -0.069 -0.129
-0.132 0.094 0.042
-4.051 1.373 3.309
0.030 0.122 0.004
-0.067 0.065 -0.091
-0.148 -0.058 0.092
-0.038 -0.003 -0.098
-0.060 -0.131 -0.050
0.036 0.040 0.174
-0.027 -0.063 -0.105
0.125 0.018 -0.075
0.124 -0.063 0.129
0.070 0.131 -0.041
0.058 0.102 0.113
-0.055 -0.168 0.041
0.116 0.241 -0.100
-0.100 -0.274 0.672
-0.255 -0.244 -0.229
-3.474 6.837 -3.298
5.422 0.299 -7.192
-0.089 0.103 -0.409
0.594 0.157 -0.137
0.176 0.162 -0.210
0.149 0.115 -0.488
-0.336 0.624 -0.151
0.345 0.091 -0.213
-0.096 0.615 -0.362
0.323 -0.251 0.194
0.432 0.189 0.138
-0.263 -0.590 0.069
0.266 0.402 -0.068
-0.215 -0.383 -0.222
-0.009 -0.277 -0.388
-0.128 0.283 0.516
0.050 0.261 -0.583
-0.019 0.072 0.501
0.225 0.374 0.282
-0.342 -0.517 0.016
0.352 0.014 0.497
-0.473 0.027 -0.230
-0.441 0.090 0.182
0.303 -0.059 -0.482
0.049 -0.573 -0.188
0.200 0.153 0.368
-0.148 0.062 0.440
-0.214 -0.168 -0.281
-0.363 0.355 -0.150
0.406 0.329 0.082
0.371 -0.290 0.265
-0.235 -0.450 0.043
0.331 0.343 -0.138
0.131 -0.219 -0.459
-0.231 -0.446 -0.038
-0.261 0.068 0.576
0.162 -0.074 -0.410
0.299 0.463 0.133
-0.010 0.046 0.576
-0.253 -0.397 0.127
0.142 0.033 0.469
-0.474 0.087 0.257
-0.397 0.030 -0.377
0.358 -0.114 -0.199
-1.889 -0.643 -0.195
0.558 -1.583 0.574
0.524 1.256 1.651
1.124 0.088 -1.700
-1.886 6.219 -0.667
0.249 -4.361 -2.282
1.928 -1.838 2.318